w.
Computed, not measured: a single C4H6N2O2 molecule, with the ωB97M-V functional and the def2-TZVPD basis.

HOMO energy ... -8.081 eV
Frontier orbital gap ... 0.328 hartree

Geometry as ORCA input:
```
! wB97M-V def2-TZVPD RIJCOSX def2/J DEFGRID3
* xyz 0 1
C 1.603 1.964 0.139
C 0.292 0.069 0.748
C -0.778 -0.362 1.463
C -1.000 -1.152 -0.511
H 1.851 1.797 -0.933
H 2.333 2.429 0.737
H 0.777 2.592 0.285
H -0.632 -0.447 2.541
H -2.101 -2.378 -1.481
H -0.752 -2.029 -2.198
N -1.467 -1.268 0.629
N -1.527 -1.601 -1.653
O 1.383 0.635 0.861
O 0.019 -0.249 -0.627
*
```


x.
Computed, not measured: a single C4H6N2O2 molecule, with the ωB97M-V functional and the def2-TZVPD basis.

HOMO energy ... -9.868 eV
Frontier orbital gap ... 0.369 hartree

Geometry as ORCA input:
```
! wB97M-V def2-TZVPD RIJCOSX def2/J DEFGRID3
* xyz 0 1
C 2.189 -0.870 0.093
C 0.854 -0.319 0.028
C -0.382 1.484 -0.100
C -1.882 -0.653 -0.058
H 2.412 -2.055 0.441
H 0.373 -0.219 1.268
H 0.137 -1.183 -0.450
H -0.481 2.498 -0.046
H -2.232 1.480 0.576
H -1.036 -1.399 0.015
N 0.825 1.053 -0.314
N -1.588 0.785 0.345
O 3.214 -0.197 -0.045
O -3.028 -1.034 -0.180
*
```


Most stable to least stable, the ends of the list are w and x.


w.
Computed, not measured: a single C4H6N2O2 molecule, with the ωB97M-V functional and the def2-TZVPD basis.

HOMO energy ... -9.651 eV
Frontier orbital gap ... 0.334 hartree

Geometry as ORCA input:
```
! wB97M-V def2-TZVPD RIJCOSX def2/J DEFGRID3
* xyz 0 1
C 0.780 -2.254 -0.004
C 0.483 1.206 -0.816
C -0.984 0.885 -0.466
C -1.140 1.139 0.921
H 0.145 -2.728 -0.854
H 0.755 -0.526 0.987
H 1.077 1.259 0.167
H 0.851 1.927 -1.686
H -1.827 1.102 -1.081
H -2.060 1.669 1.135
N 0.677 -0.953 0.118
N 0.150 -0.208 -0.940
O 1.412 -3.032 0.730
O -0.317 0.514 1.787
*
```


x.
Computed, not measured: a single C4H6N2O2 molecule, with the ωB97M-V functional and the def2-TZVPD basis.

HOMO energy ... -8.442 eV
Frontier orbital gap ... 0.337 hartree

Geometry as ORCA input:
```
! wB97M-V def2-TZVPD RIJCOSX def2/J DEFGRID3
* xyz 0 1
C 0.372 1.919 -1.267
C 0.187 0.237 0.551
C -0.716 -0.638 -0.052
C -0.652 -1.773 0.834
H 1.184 2.544 -1.554
H -0.535 2.468 -1.170
H 0.285 1.248 -2.255
H 1.744 1.545 0.086
H -1.086 -0.590 -0.982
H -0.993 -3.449 1.476
N 0.743 1.336 0.028
N 0.019 -1.529 1.908
O -1.162 -3.027 0.624
O 0.611 -0.291 1.775
*
```


y.
Computed, not measured: a single C4H6N2O2 molecule, with the ωB97M-V functional and the def2-TZVPD basis.

HOMO energy ... -9.467 eV
Frontier orbital gap ... 0.372 hartree

Geometry as ORCA input:
```
! wB97M-V def2-TZVPD RIJCOSX def2/J DEFGRID3
* xyz 0 1
C -1.834 -0.907 -0.460
C -0.575 -0.212 0.188
C 0.716 1.657 -0.752
C 1.589 -0.584 0.893
H -2.872 -0.575 0.156
H -1.603 -2.153 -0.151
H -1.580 -0.812 -1.461
H -1.015 0.179 1.304
H 0.792 2.391 -1.523
H 1.829 -1.358 1.687
N 2.059 1.568 -0.332
N 2.331 0.480 0.782
O -0.396 1.136 -0.331
O 0.558 -0.810 0.000
*
```


z.
Computed, not measured: a single C4H6N2O2 molecule, with the ωB97M-V functional and the def2-TZVPD basis.

HOMO energy ... -8.749 eV
Frontier orbital gap ... 0.325 hartree

Geometry as ORCA input:
```
! wB97M-V def2-TZVPD RIJCOSX def2/J DEFGRID3
* xyz 0 1
C -2.049 0.430 -0.033
C 0.175 1.178 0.044
C 1.557 1.254 0.013
C 2.328 -0.083 0.099
H 0.453 -1.432 -0.256
H -2.173 1.616 0.106
H -3.981 -0.170 -0.304
H -0.432 2.129 -0.372
H 1.962 2.322 -0.270
H 3.508 0.000 0.116
N -0.707 0.163 0.207
N -2.931 -0.507 -0.223
O -0.340 -1.182 0.367
O 2.099 -1.159 -0.323
*
```


Most stable to least stable, the ends of the list are x and y.


w.
Computed, not measured: a single C4H6N2O2 molecule, with the ωB97M-V functional and the def2-TZVPD basis.

HOMO energy ... -10.452 eV
Frontier orbital gap ... 0.397 hartree

Geometry as ORCA input:
```
! wB97M-V def2-TZVPD RIJCOSX def2/J DEFGRID3
* xyz 0 1
C 1.735 -0.427 0.253
C 0.378 -0.055 -0.484
C -0.207 1.236 -0.119
C -1.897 -0.361 -0.062
H 3.806 -0.657 0.255
H 0.002 -0.610 -1.341
H -0.850 1.670 -0.991
H 0.377 2.135 0.294
H -2.101 0.203 -0.938
H -2.597 -1.278 1.375
N -0.689 -0.028 0.464
N -2.801 -1.030 0.437
O 2.916 -1.007 -0.392
O 1.927 0.209 1.249
*
```


x.
Computed, not measured: a single C4H6N2O2 molecule, with the ωB97M-V functional and the def2-TZVPD basis.

HOMO energy ... -7.565 eV
Frontier orbital gap ... 0.306 hartree

Geometry as ORCA input:
```
! wB97M-V def2-TZVPD RIJCOSX def2/J DEFGRID3
* xyz 0 1
C -0.620 0.459 -0.106
C 0.647 0.960 -0.115
C 1.471 -0.186 -0.016
C 0.703 -1.377 -0.025
H -1.568 2.193 0.061
H -2.466 1.027 0.713
H 0.979 2.049 0.279
H 3.217 0.709 -0.056
H 1.001 -2.397 -0.080
H -2.107 -1.872 -0.661
N -1.859 1.203 -0.070
N -0.604 -0.901 -0.142
O 2.909 -0.242 0.058
O -1.703 -1.624 0.160
*
```


Most stable to least stable, the ends of the list are x and w.


w.
Computed, not measured: a single C4H6N2O2 molecule, with the ωB97M-V functional and the def2-TZVPD basis.

HOMO energy ... -8.790 eV
Frontier orbital gap ... 0.303 hartree

Geometry as ORCA input:
```
! wB97M-V def2-TZVPD RIJCOSX def2/J DEFGRID3
* xyz 0 1
C 0.970 1.174 0.280
C -0.101 0.829 -0.443
C -0.207 -0.690 -0.336
C -1.553 -1.057 -0.858
H 0.629 3.291 0.165
H 1.882 3.098 1.173
H 1.544 0.468 0.733
H -0.647 1.512 -1.222
H -1.627 -2.111 -1.076
H 1.177 -1.995 2.326
N 1.404 2.604 0.325
N 0.351 -1.595 0.397
O -2.609 -0.291 -1.226
O 1.371 -1.317 1.351
*
```


x.
Computed, not measured: a molecular structure, C4H6N2O2, with the ωB97M-V functional and the def2-TZVPD basis.

HOMO energy ... -9.398 eV
Frontier orbital gap ... 0.349 hartree

Geometry as ORCA input:
```
! wB97M-V def2-TZVPD RIJCOSX def2/J DEFGRID3
* xyz 0 1
C -1.165 -0.136 -1.258
C 0.187 -0.129 -0.733
C 0.613 2.175 -0.534
C 0.428 -1.766 1.980
H -1.983 0.004 0.001
H -1.375 0.845 -2.187
H -1.146 -1.474 -1.668
H 1.468 2.914 -0.461
H 0.822 -0.444 2.372
H 0.406 -2.641 2.778
N 0.766 -0.682 0.240
N 0.326 -2.104 0.588
O 1.159 0.916 -0.916
O -0.505 2.522 -0.201
*
```


y.
Computed, not measured: a single C4H6N2O2 molecule, with the ωB97M-V functional and the def2-TZVPD basis.

HOMO energy ... -9.540 eV
Frontier orbital gap ... 0.333 hartree

Geometry as ORCA input:
```
! wB97M-V def2-TZVPD RIJCOSX def2/J DEFGRID3
* xyz 0 1
C -2.887 0.057 0.056
C -1.375 0.745 -0.052
C 2.038 -0.887 0.139
C 2.033 0.679 -0.321
H -3.568 0.663 0.926
H -0.953 -1.168 0.042
H 1.658 -0.988 1.221
H 2.670 -1.642 -0.582
H 2.639 1.278 -1.108
H 1.851 1.165 0.608
N -0.474 -0.284 0.403
N 0.767 -0.388 -0.592
O -3.225 -1.076 -0.524
O -1.174 1.845 -0.215
*
```


Most stable to least stable, the ends of the list are w and x.


w.
Computed, not measured: 3 unconnected molecules or ions with the total composition C4H6N2O2, with the ωB97M-V functional and the def2-TZVPD basis.

HOMO energy (alpha / beta) ... -9.923 / -9.923 eV
Frontier orbital gap (alpha / beta) ... 0.301 / 0.301 hartree

Geometry as ORCA input:
```
! wB97M-V def2-TZVPD RIJCOSX def2/J DEFGRID3
* xyz 0 1
C -1.567 -0.097 0.245
C -1.367 -0.063 -1.114
N 1.088 -0.644 0.940
C 0.129 -0.013 1.475
O 2.404 -0.383 1.289
C 1.214 0.560 -1.834
O -0.179 0.556 2.476
N 1.030 1.083 -2.841
H 2.457 -0.656 2.222
H 1.371 0.111 -0.834
H -2.073 0.741 0.710
H -1.880 -1.077 0.605
H -1.137 -0.969 -1.662
H -1.492 0.850 -1.676
*
```


x.
Computed, not measured: 2 unconnected molecules or ions with the total composition C4H6N2O2, with the ωB97M-V functional and the def2-TZVPD basis.

HOMO energy ... -9.845 eV
Frontier orbital gap ... 0.367 hartree

Geometry as ORCA input:
```
! wB97M-V def2-TZVPD RIJCOSX def2/J DEFGRID3
* xyz 0 1
C -0.386 -0.790 -1.468
C 0.812 -0.363 -0.696
O 1.659 -1.350 -0.420
O 1.240 0.843 -0.631
H 2.473 -0.929 -0.081
H -0.749 -1.749 -1.097
H -1.178 -0.048 -1.363
H -0.103 -0.875 -2.521
C -0.433 0.610 1.467
N -1.627 0.147 1.372
C -0.013 1.810 0.620
N -0.200 2.970 0.515
H -1.788 -0.588 2.066
H 0.293 0.311 2.238
*
```


Most stable to least stable, the ends of the list are x and w.